{"formula": "C22H45O14Zn", "method": "ωB97M-V/def2-TZVPD", "species": ["Zn", "C", "O", "H", "H", "H", "C", "O", "C", "O", "O", "C", "H", "H", "H", "H", "H", "H", "C", "O", "C", "O", "O", "C", "H", "H", "H", "H", "H", "H", "C", "O", "C", "O", "O", "C", "H", "H", "H", "H", "H", "H", "C", "C", "O", "C", "H", "H", "H", "H", "H", "H", "C", "C", "O", "C", "H", "H", "H", "H", "H", "H", "C", "C", "O", "C", "H", "H", "H", "H", "H", "H", "C", "C", "O", "C", "H", "H", "H", "H", "H", "H"], "coordinates": [[-0.23042, -2.50817, -0.51155], [0.60129, 0.04583, 1.02535], [-0.24403, -0.69374, 0.20411], [0.06115, 0.75243, 1.66856], [1.19320, -0.61546, 1.67595], [1.31663, 0.65520, 0.44857], [3.41278, -2.58420, 1.91015], [3.87590, -2.42397, 0.58669], [3.05841, -2.34242, -0.42524], [1.85084, -2.55045, -0.36697], [3.69681, -1.88598, -1.46300], [3.00152, -1.42100, -2.62235], [3.47602, -3.61990, 2.25523], [2.35339, -2.37915, 2.07465], [4.01763, -1.97171, 2.56934], [2.65388, -2.29835, -3.17389], [3.73586, -0.93083, -3.24689], [2.17032, -0.79706, -2.31413], [-3.21923, -1.84693, 1.86700], [-4.01421, -1.88210, 0.64348], [-3.41006, -2.03178, -0.50171], [-2.26957, -2.43061, -0.69866], [-4.24427, -1.68218, -1.45219], [-3.79432, -1.77346, -2.79288], [-2.25573, -2.28244, 1.60762], [-3.69527, -2.52345, 2.56666], [-3.11712, -0.80559, 2.14503], [-2.84982, -1.25010, -2.94710], [-4.55741, -1.41046, -3.46959], [-3.55280, -2.79700, -3.09682], [-0.50448, -3.95997, -4.03300], [-0.48893, -2.60981, -4.54591], [-0.25199, -1.65595, -3.67826], [-0.19618, -1.75365, -2.46352], [-0.14619, -0.51948, -4.30828], [0.03723, 0.69816, -3.58323], [-0.77088, -4.54864, -4.90527], [-1.31674, -4.03485, -3.31000], [0.45472, -4.27865, -3.63334], [0.45279, 0.55453, -2.58485], [-0.88860, 1.23782, -3.38322], [0.70131, 1.32751, -4.16401], [-2.25016, 3.13158, 5.36220], [-2.69729, 3.59516, 4.00313], [-2.85388, 4.77236, 3.77892], [-2.78709, 2.58517, 2.88904], [-2.35125, 2.05403, 5.45651], [-2.74597, 3.61671, 6.20146], [-1.19575, 3.38741, 5.49228], [-1.90361, 2.49750, 2.25124], [-3.56761, 2.86653, 2.17901], [-2.99141, 1.58699, 3.28139], [4.24630, 2.37376, -4.32397], [3.64279, 2.24674, -2.95756], [2.62087, 2.85236, -2.72301], [4.35073, 1.47948, -1.86815], [4.63045, 3.37486, -4.53759], [3.67692, 2.05472, -5.19504], [5.19795, 1.82664, -4.40103], [4.78917, 0.60660, -2.34194], [3.56343, 1.30292, -1.13469], [5.10903, 2.07219, -1.35659], [-1.31241, 3.47338, -0.79121], [-2.30565, 2.70656, -1.64869], [-2.70440, 3.19751, -2.67809], [-2.82499, 1.41920, -1.09604], [-0.82821, 2.86517, -0.02780], [-1.89631, 4.27070, -0.32616], [-0.53833, 3.93127, -1.40445], [-1.99923, 0.80703, -0.69898], [-3.34304, 0.80185, -1.82654], [-3.44265, 1.52297, -0.19908], [0.32345, -1.67025, 4.70006], [0.36403, -0.26545, 5.25350], [-0.64230, 0.40011, 5.35819], [1.69732, 0.39535, 5.50545], [0.48465, -1.78194, 3.63048], [-0.71921, -1.95577, 4.86369], [0.95048, -2.27752, 5.35378], [2.49071, -0.31921, 5.73003], [1.68186, 1.25481, 6.16476], [1.97715, 0.76856, 4.50900]], "atomic_forces_ev_per_a": [[0.17, 3.01, -0.02], [0.35, -0.42, -0.10], [-0.57, -0.87, -0.08], [-0.16, -0.13, 0.02], [0.09, 0.28, 0.14], [0.01, -0.06, -0.04], [-0.89, -0.99, 1.32], [0.51, -0.02, -0.22], [-0.65, 0.86, 0.31], [-0.27, -0.85, -0.18], [0.86, 0.03, -0.04], [-0.40, -1.06, -0.11], [0.54, -0.06, -0.38], [0.10, 0.57, -0.55], [0.09, 0.16, -0.21], [-0.22, 0.12, 0.00], [-0.01, 0.23, 0.15], [0.02, 0.20, -0.16], [0.39, -0.85, -1.14], [0.14, 0.14, 0.47], [-0.55, 0.41, 0.19], [0.36, -0.76, -0.19], [-0.07, -0.12, -0.15], [1.01, -0.64, -0.98], [0.18, 0.31, 0.31], [-0.28, 0.43, 0.24], [-0.09, -0.07, 0.36], [-0.23, 0.46, 0.22], [-0.19, 0.26, 0.33], [-0.37, -0.17, 0.37], [-0.79, 0.19, -0.44], [0.54, -0.46, 0.26], [-0.46, 0.76, -0.22], [0.25, -0.84, 0.35], [-0.06, -0.01, -0.39], [0.24, 0.83, 1.04], [0.14, -0.16, 0.08], [0.18, -0.15, 0.18], [0.06, 0.19, 0.05], [0.22, -0.39, -0.15], [-0.29, -0.30, -0.60], [-0.02, -0.05, -0.13], [0.00, -0.53, 0.31], [0.81, 0.85, 0.06], [-0.32, -0.01, -0.15], [-0.55, -0.72, -0.50], [0.11, 0.02, 0.15], [-0.32, 0.19, -0.30], [0.06, -0.12, -0.23], [0.36, 0.28, 0.46], [-0.17, 0.10, 0.25], [-0.04, 0.01, -0.04], [2.18, -0.54, -0.73], [-0.21, 1.37, -0.22], [-0.38, -0.37, 0.21], [-0.62, 0.26, -0.36], [-0.69, 0.31, 0.31], [-0.57, 0.08, 0.35], [-0.26, -0.34, 0.18], [0.21, -0.22, 0.59], [0.23, -0.55, 0.10], [0.17, 0.08, -0.33], [-0.04, -0.20, -0.08], [0.04, 0.84, 0.41], [0.02, -0.45, -0.24], [0.46, -1.32, 0.49], [-0.14, -0.02, 0.07], [0.16, 0.04, 0.15], [-0.11, 0.05, -0.12], [0.19, 0.14, -0.24], [-0.26, 0.37, -0.13], [-0.23, 0.49, -0.22], [-1.05, -0.05, 1.17], [0.15, 1.36, -0.65], [-0.11, -0.50, 0.14], [0.51, -0.58, -0.89], [0.58, 0.25, 0.04], [0.10, -0.29, -0.03], [0.19, -0.35, -0.53], [-0.08, 0.08, 0.39], [-0.22, -0.15, 0.23], [-0.03, 0.12, 0.05]], "lumo_ev": -4.114, "charge": 1, "homo_energy_ev": -11.0, "e_above_lowest_kcal_mol": 0.0}



{"formula": "C3H4O4Pm", "method": "ωB97M-V/def2-TZVPD", "species": ["O", "C", "O", "O", "C", "C", "O", "H", "H", "H", "H", "Pm"], "coordinates": [[-3.17112, -0.22203, 0.20865], [-2.10246, -0.30826, -0.24957], [-1.35811, -0.68112, -1.12267], [-0.05310, 0.40162, 0.90295], [1.06425, 1.56924, 1.76734], [2.06065, 2.01036, 0.78006], [2.42567, 1.18917, -0.16786], [-0.38788, -0.09888, 1.65656], [1.46683, 0.84171, 2.49183], [0.52056, 2.37866, 2.26557], [2.64832, 2.91788, 0.96433], [1.11257, -0.44459, -1.00197]], "atomic_forces_ev_per_a": [[2.92, 0.82, 0.70], [-4.07, -2.00, -2.90], [0.51, 1.06, 1.79], [2.53, 2.82, 2.07], [-1.98, -1.88, -0.52], [2.14, -3.72, -2.96], [-1.10, 4.27, 3.62], [-0.17, -0.02, 0.38], [0.15, 0.50, -0.20], [-0.45, -0.39, -0.35], [-0.23, 0.08, -0.17], [-0.25, -1.55, -1.46]], "lumo_ev": [-10.122, -10.050], "charge": 2, "homo_energy_ev": [-15.9, -20.7], "e_above_lowest_kcal_mol": 20.9, "spin_multiplicity": 6}



{"formula": "C5H5N", "method": "ωB97M-V/def2-TZVPD", "species": ["C", "C", "C", "N", "C", "C", "H", "H", "H", "H", "H"], "coordinates": [[0.11701, -1.16825, 0.26670], [0.33054, -0.17350, 1.22016], [0.17312, 1.14354, 0.83562], [-0.16815, 1.48204, -0.38525], [-0.37367, 0.55309, -1.31599], [-0.24475, -0.83563, -1.04773], [0.24335, -2.20484, 0.58313], [0.61255, -0.38386, 2.24269], [0.30823, 2.00882, 1.47229], [-0.60858, 1.24888, -2.11923], [-0.39073, -1.67461, -1.74267]], "atomic_forces_ev_per_a": [[0.00, 0.21, 0.04], [0.00, 0.02, 0.00], [0.06, 0.04, 0.30], [0.08, 0.25, 0.29], [0.13, 0.44, 0.52], [0.05, 0.49, 0.22], [-0.09, 0.20, -0.33], [0.00, -0.26, -0.04], [0.14, -0.29, 0.51], [-0.33, -1.94, -1.51], [-0.04, 0.84, 0.01]], "lumo_ev": 1.060, "charge": 0, "smiles": "c1ccncc1", "homo_energy_ev": -9.7, "e_above_lowest_kcal_mol": 14.0}



{"formula": "C47H44F4N8OSSeSiY", "method": "ωB97M-V/def2-TZVPD", "species": ["Y", "O", "C", "C", "C", "C", "C", "C", "N", "H", "H", "H", "H", "H", "H", "H", "F", "C", "F", "F", "C", "C", "C", "C", "N", "C", "S", "H", "H", "H", "N", "C", "N", "C", "N", "N", "C", "N", "C", "C", "C", "C", "C", "N", "H", "H", "H", "H", "H", "H", "H", "H", "C", "C", "C", "C", "C", "C", "Si", "C", "C", "C", "C", "C", "C", "C", "C", "C", "C", "C", "C", "H", "H", "H", "H", "H", "H", "H", "H", "H", "H", "H", "H", "H", "H", "H", "F", "C", "C", "C", "C", "C", "C", "Se", "C", "C", "C", "H", "H", "H", "H", "H", "H", "H", "H", "H", "H", "H"], "coordinates": [[0.04488, 0.17806, -0.10015], [0.44130, 1.55491, -2.16772], [1.42669, 1.46280, -3.17367], [2.12151, 0.13977, -3.00427], [3.11818, -0.24828, -3.89067], [3.74778, -1.45908, -3.68565], [3.36724, -2.23384, -2.60135], [2.36581, -1.76531, -1.77126], [1.74196, -0.60207, -1.97347], [0.07421, 2.43710, -2.07259], [2.15681, 2.27257, -3.08117], [0.95289, 1.50801, -4.16244], [3.39057, 0.39595, -4.71645], [4.52534, -1.79476, -4.35933], [3.82912, -3.18933, -2.39913], [2.03902, -2.32135, -0.90503], [-3.02106, 0.01091, 5.98758], [-3.05565, 0.51308, 4.72261], [-3.60868, 1.75391, 4.84479], [-3.92780, -0.23709, 4.04307], [-1.67995, 0.58159, 4.13065], [-0.62502, 0.78513, 4.99668], [0.67681, 0.88133, 4.52497], [0.86126, 0.78728, 3.15619], [-0.15600, 0.64589, 2.31675], [-1.42919, 0.51269, 2.73861], [-2.56231, 0.27848, 1.46169], [-0.82174, 0.84854, 6.06016], [1.51599, 1.01959, 5.18950], [1.84200, 0.84584, 2.69848], [0.51864, 3.74729, 1.79384], [-0.77009, 3.72283, 1.47760], [-1.59282, 4.45255, 2.24767], [-2.85808, 4.44140, 1.86944], [-3.74633, 5.14721, 2.61731], [-3.35111, 3.81535, 0.78952], [-2.46594, 3.07096, 0.14785], [-1.16433, 2.96818, 0.42371], [-3.01683, 2.30026, -1.00894], [-4.32008, 2.52291, -1.43013], [-4.77807, 1.85261, -2.55321], [-3.92158, 0.99633, -3.21908], [-2.64872, 0.81364, -2.70087], [-2.20607, 1.43135, -1.61264], [0.79163, 4.31482, 2.57626], [1.21136, 3.28078, 1.20212], [-3.44425, 5.38847, 3.54580], [-4.71215, 4.89814, 2.49126], [-4.93842, 3.21293, -0.87696], [-5.79360, 1.99423, -2.89965], [-4.23433, 0.44042, -4.09193], [-1.95610, 0.12331, -3.16662], [-5.83931, -2.05076, -2.71954], [-5.47797, -1.57481, -1.46648], [-4.15097, -1.59301, -1.07185], [-3.13908, -2.09476, -1.89747], [-3.53104, -2.58416, -3.14263], [-4.85763, -2.55752, -3.55593], [-1.32892, -2.11529, -1.24666], [-1.44063, -3.55761, 0.03912], [-0.33512, -3.88664, 0.83195], [-0.36126, -4.94921, 1.72343], [-1.50695, -5.71656, 1.86445], [-2.62055, -5.40742, 1.09990], [-2.58090, -4.34764, 0.20366], [-0.42515, -2.98973, -2.71234], [-0.15426, -2.27634, -3.88528], [0.51446, -2.83634, -4.96094], [0.95228, -4.15224, -4.89088], [0.69782, -4.88638, -3.74384], [0.01474, -4.31321, -2.67859], [-6.87553, -2.03621, -3.03534], [-6.23039, -1.18340, -0.79278], [-3.89625, -1.22030, -0.08713], [-2.78891, -3.00002, -3.81432], [-5.12373, -2.94750, -4.53194], [0.55951, -3.28163, 0.77317], [0.51608, -5.16651, 2.32144], [-1.53473, -6.54085, 2.56756], [-3.52757, -5.99244, 1.19918], [-3.46655, -4.14101, -0.38375], [-0.45965, -1.23443, -3.95613], [0.70669, -2.24385, -5.84791], [1.48621, -4.59700, -5.72224], [1.03067, -5.91547, -3.67476], [-0.17129, -4.91364, -1.79605], [1.25018, -1.22641, 0.77428], [6.93614, 2.67791, 4.39954], [5.90358, 2.50657, 3.32048], [5.31076, 3.59708, 2.70591], [4.35722, 3.45000, 1.70579], [3.80500, 4.69182, 1.06639], [3.95491, 2.16719, 1.29452], [2.65717, 2.01444, -0.11683], [4.56950, 1.05373, 1.89200], [4.28190, -0.35647, 1.46972], [5.51866, 1.24535, 2.88903], [7.08414, 3.73212, 4.63664], [7.90181, 2.26572, 4.09626], [6.64112, 2.16716, 5.31876], [5.60042, 4.59880, 3.00673], [4.30759, 5.57576, 1.46085], [2.73268, 4.80386, 1.23350], [3.93210, 4.66084, -0.01631], [3.33973, -0.45350, 0.94156], [4.25825, -1.02022, 2.33625], [5.07519, -0.71422, 0.80691], [5.97314, 0.36812, 3.33918]], "atomic_forces_ev_per_a": [[-0.08, 0.99, -0.05], [-0.14, -0.21, 0.15], [0.02, 0.03, -0.02], [0.03, 0.06, -0.07], [-0.10, 0.04, 0.04], [0.02, -0.04, 0.02], [-0.05, 0.01, 0.03], [0.03, -0.10, -0.13], [0.11, -0.08, 0.14], [-0.03, 0.20, -0.05], [-0.01, -0.04, 0.02], [0.05, 0.03, 0.01], [0.00, 0.02, -0.02], [0.02, -0.01, -0.01], [0.00, -0.02, 0.00], [0.00, -0.02, 0.02], [-0.01, 0.09, -0.12], [-0.20, -0.02, -0.01], [0.03, -0.18, -0.07], [0.16, 0.13, 0.21], [-0.09, 0.00, -0.10], [0.11, -0.05, 0.14], [0.03, -0.01, -0.17], [-0.13, 0.13, 0.29], [0.33, -0.05, -0.15], [-0.18, 0.07, -0.08], [0.20, -0.28, 0.14], [0.01, 0.00, -0.03], [0.02, 0.00, 0.02], [0.05, 0.00, 0.02], [0.13, 0.13, 0.03], [-0.13, -0.01, -0.07], [-0.04, -0.03, 0.05], [0.00, -0.09, -0.08], [-0.07, 0.08, 0.05], [0.07, 0.05, 0.16], [0.08, -0.12, 0.09], [-0.08, 0.07, -0.19], [0.06, -0.04, -0.05], [-0.02, 0.03, -0.07], [0.01, 0.01, 0.02], [0.02, 0.00, -0.02], [0.04, 0.02, -0.03], [0.10, 0.13, 0.09], [0.01, -0.04, 0.00], [-0.03, -0.13, 0.00], [-0.01, -0.02, -0.02], [0.01, 0.00, 0.01], [0.00, -0.01, -0.01], [-0.01, 0.01, -0.01], [0.00, -0.01, 0.01], [-0.02, 0.02, -0.01], [-0.07, 0.01, -0.02], [-0.06, 0.03, 0.02], [0.01, -0.01, 0.10], [0.08, -0.05, 0.08], [0.05, 0.01, -0.14], [-0.03, -0.01, -0.07], [-0.24, -0.79, -0.08], [-0.02, 0.07, -0.09], [0.03, 0.09, -0.03], [0.05, -0.01, 0.05], [-0.02, -0.05, 0.03], [-0.03, -0.03, 0.02], [-0.06, -0.01, -0.08], [-0.10, 0.02, 0.02], [-0.02, 0.11, 0.03], [0.02, 0.00, -0.03], [0.03, -0.02, -0.06], [0.04, -0.06, -0.02], [0.01, -0.03, 0.08], [-0.02, 0.00, -0.01], [-0.03, 0.01, 0.02], [0.00, -0.01, 0.02], [0.03, -0.01, 0.00], [-0.01, -0.01, -0.01], [0.05, 0.06, -0.01], [0.01, -0.01, 0.01], [0.00, 0.00, 0.00], [-0.01, -0.01, 0.00], [-0.03, 0.02, -0.03], [0.00, -0.01, 0.01], [0.01, 0.01, -0.02], [0.00, -0.01, 0.00], [0.01, -0.02, -0.01], [-0.02, 0.00, 0.03], [-0.02, -0.13, 0.09], [0.06, 0.00, 0.06], [-0.02, -0.09, -0.04], [0.04, 0.00, 0.05], [-0.08, 0.03, -0.04], [-0.03, 0.11, -0.04], [0.03, 0.09, 0.01], [0.05, -0.06, 0.02], [-0.08, 0.03, -0.04], [0.00, -0.14, -0.05], [0.03, 0.09, 0.12], [0.00, 0.00, 0.00], [-0.01, 0.00, 0.00], [0.00, 0.00, 0.00], [0.01, 0.03, 0.01], [0.01, 0.03, 0.01], [0.06, 0.02, -0.02], [0.02, 0.00, -0.01], [-0.10, 0.00, 0.00], [0.01, -0.01, 0.01], [0.00, 0.00, -0.05], [0.02, -0.03, 0.03]], "lumo_ev": 2.238, "charge": -1, "homo_energy_ev": -4.4, "e_above_lowest_kcal_mol": 12.0}